Record 1
13
Properties=species:S:1:pos:R:3:forces:R:3 method="wB97M-V/def2-TZVPD" homo_lumo_gap_ev=5.52 total_charge=-2 energy_ha=-741.8196 relative_energy_kcal_mol=9.9 lumo_energy_ev=6.18
O 0.05617 0.54423 1.29044 -0.425 -0.056 0.685
C -0.48511 -0.15211 0.37631 1.154 0.590 -0.846
O -1.57169 -0.75116 0.37722 -0.268 0.070 0.392
C 0.42986 -0.30888 -0.87939 -0.191 -1.848 -0.171
C -0.24104 -0.49913 -2.23701 -0.854 0.705 -0.039
S 0.78410 -1.18551 -3.55867 0.490 -0.206 -0.413
H 0.82654 -1.33572 -0.75195 0.247 0.270 0.325
H 1.31826 0.31890 -0.90470 -0.245 0.410 0.078
H -1.10743 -1.14397 -2.08204 0.080 -0.069 0.135
H -0.67496 0.43921 -2.60765 0.099 0.153 0.135
H 0.14787 2.07026 3.43969 -0.110 0.451 -0.344
H 0.25794 0.62636 3.45193 -0.141 0.240 0.041
O 0.25950 1.37754 4.08581 0.165 -0.709 0.023


Record 2
13
Properties=species:S:1:pos:R:3:forces:R:3 method="wB97M-V/def2-TZVPD" homo_lumo_gap_ev=10.13 energy_ha=-741.7129 relative_energy_kcal_mol=43.6 lumo_energy_ev=-0.49
C -0.88982 1.15239 0.67244 0.853 -1.481 0.506
C -0.03627 0.29791 -0.11194 -1.421 2.879 1.856
C 0.74322 -0.84427 0.31072 0.180 -0.218 0.713
O -3.37046 0.79824 -0.16265 0.986 -0.766 -0.808
O -2.38143 -1.21895 0.77442 0.276 0.231 -0.439
O -1.63561 -0.50921 -1.43828 -1.299 -0.456 -1.144
S -2.30129 -0.17643 -0.21456 -2.111 -0.188 1.829
H -1.08024 1.03307 1.82128 0.645 -0.035 -2.439
H -1.35085 2.04284 0.22355 0.711 -0.339 0.194
H -0.01310 0.49028 -1.16495 0.701 0.758 -0.063
H 0.90496 -1.50328 -0.49875 0.179 -0.653 -1.026
H 0.34865 -1.45268 1.11870 -0.042 0.441 0.409
H 1.70651 -0.39395 0.54492 0.342 -0.174 0.412


Record 3
13
Properties=species:S:1:pos:R:3:forces:R:3 method="wB97M-V/def2-TZVPD" homo_lumo_gap_ev=8.11 energy_ha=-741.7162 relative_energy_kcal_mol=41.5 lumo_energy_ev=0.04
C -1.35523 0.63683 0.23365 -0.519 -4.641 -0.706
C 1.70747 -0.49305 -0.58812 0.140 0.991 -4.026
C 0.82566 -0.57486 0.59778 -1.498 -1.350 1.128
O -3.29351 -1.06824 -0.22296 -0.189 -0.765 -0.162
O -0.82271 1.81381 0.38471 -0.021 2.738 -0.978
O -0.59687 -0.58632 0.35498 -1.980 3.703 -0.765
S -2.98117 0.36314 -0.13916 1.117 1.166 0.446
H 1.72676 -1.28793 -1.42208 -0.694 0.564 1.825
H 1.62555 0.44182 -1.25646 -0.574 -0.923 1.325
H 2.72348 -0.40183 -0.32678 1.344 -0.159 0.916
H 0.96948 0.16291 1.37451 0.725 0.368 -0.051
H 0.84188 -1.57000 1.09338 0.846 0.567 -0.287
H -1.37081 2.56371 -0.08345 1.302 -2.259 1.334


Record 4
13
Properties=species:S:1:pos:R:3:forces:R:3 method="wB97M-V/def2-TZVPD" homo_lumo_gap_ev=11.33 energy_ha=-418.8538 smiles="COC(=O)C(O)O" relative_energy_kcal_mol=25.4 lumo_energy_ev=0.58
C 0.09527 -1.02909 -0.87131 -0.190 -0.914 -0.596
C -0.52155 1.80955 1.20550 -0.290 0.591 0.464
C 0.40374 -0.16427 0.38383 0.297 -0.213 0.498
O 0.09270 1.13946 0.11031 0.243 -1.238 0.230
O 0.77553 -0.64543 -2.04190 -0.421 0.769 0.127
O 0.28488 -2.41391 -0.69472 0.325 0.881 0.997
O 0.72258 -0.60636 1.47351 -0.524 0.713 -1.828
H 0.11491 -0.69134 -2.75272 0.586 0.043 0.207
H 1.11290 -2.49663 -0.18998 -0.321 -0.274 -0.131
H -0.98069 -0.88393 -1.03469 0.057 -0.063 0.207
H -1.54305 1.42647 1.29900 0.125 0.052 0.184
H 0.02121 1.68093 2.14582 -0.033 -0.100 -0.244
H -0.57842 2.87456 0.96734 0.145 -0.245 -0.115


Record 5
15
Properties=species:S:1:pos:R:3:forces:R:3 method="wB97M-V/def2-TZVPD" homo_lumo_gap_ev=9.39 energy_ha=-892.0993 smiles="CC=[S@](=O)(O)OOC=O" relative_energy_kcal_mol=102.8 lumo_energy_ev=0.59
C -0.29458 -0.83018 -0.88660 1.396 -0.864 1.908
C 0.18875 2.07497 -0.10561 -0.599 0.612 0.192
C -1.55462 -0.82165 -0.06287 -0.492 0.121 0.081
O 2.17857 -1.78861 -0.27698 0.229 -0.084 0.177
O 1.00521 -0.67088 1.58204 0.019 -0.595 -0.666
O 1.16079 1.63556 -0.87250 0.184 -0.236 -0.862
O 1.93306 0.59831 -0.34376 0.640 -0.312 0.803
O -0.11347 1.70949 0.99633 0.125 -0.035 0.259
S 1.12446 -0.88601 0.01814 -1.384 0.951 -1.413
H -0.20972 -1.67351 -1.55782 0.214 0.037 -0.442
H -0.32042 2.87545 -0.66476 0.095 -0.089 0.118
H -2.38491 -0.56933 -0.72272 -0.081 0.076 0.084
H -1.50518 -0.06262 0.71368 -0.250 -0.019 -0.001
H -1.78985 -1.77933 0.41059 0.015 0.035 -0.051
H 0.58192 0.18833 1.77286 -0.110 0.402 -0.188


Record 6
11
Properties=species:S:1:pos:R:3:forces:R:3 method="wB97M-V/def2-TZVPD" homo_lumo_gap_ev=8.19 energy_ha=-591.1375 relative_energy_kcal_mol=122.7 lumo_energy_ev=-0.22
C -0.31477 1.52336 0.04355 -0.503 5.219 -3.194
C 0.25199 0.30416 0.24493 2.051 -5.645 -1.391
C -0.88017 -0.72212 0.41651 -1.335 4.587 3.555
H -1.26454 1.08312 -0.51418 1.262 2.458 0.785
H -0.56800 1.92816 1.09073 0.150 0.344 -1.863
H 0.42471 2.26157 -0.95946 -2.315 -1.883 3.835
H -0.59119 -1.63499 0.22075 1.608 -4.573 -1.080
H -1.15751 -0.65028 1.50574 0.105 -0.309 -0.616
H -2.31680 -1.36248 -1.03580 1.243 5.009 3.244
O -2.01570 -0.31253 -0.31903 -2.191 -5.964 -3.796
S 1.70354 -0.35983 -0.12410 -0.076 0.757 0.521


Record 7
11
Properties=species:S:1:pos:R:3:forces:R:3 method="wB97M-V/def2-TZVPD" homo_lumo_gap_ev=9.07 energy_ha=-591.2675 smiles="COC(C)=S" relative_energy_kcal_mol=41.1 lumo_energy_ev=0.49
C 2.12262 0.40043 0.78768 -2.391 1.395 -1.367
C -0.26475 -0.15235 -0.05937 0.464 -1.303 1.340
C -0.20660 -1.41888 0.84350 -0.813 0.795 2.034
H 2.19394 1.41971 1.30318 -0.658 -1.592 -0.664
H 1.92642 -0.44496 1.36030 0.550 -0.985 1.777
H 2.95665 0.28056 0.14788 0.862 -0.184 -0.459
H 0.63119 -2.07943 0.51492 -1.135 0.156 -0.118
H -1.23024 -1.85291 1.00672 1.248 -0.039 -0.665
H 0.11371 -1.15296 1.94513 -0.612 -0.044 -2.016
O 0.96221 0.30540 -0.19934 1.916 2.506 -0.492
S -1.51231 0.52572 -0.88214 0.570 -0.705 0.630


Record 8
11
Properties=species:S:1:pos:R:3:forces:R:3 method="wB97M-V/def2-TZVPD" homo_lumo_gap_ev=9.77 energy_ha=-591.2962 smiles="CC(=O)CS" relative_energy_kcal_mol=23.1 lumo_energy_ev=0.75
C 0.30606 1.03723 0.08695 -1.104 -1.150 -0.340
C -1.18733 0.98948 -0.13979 0.164 2.262 1.204
C 0.93619 -0.29940 0.00872 1.997 -3.607 -0.485
O 1.00856 1.97057 0.26682 0.134 2.302 0.237
S 2.77097 -0.03933 -0.09899 -0.565 1.577 -1.088
H -1.68350 1.92286 -0.52157 0.735 -0.783 0.664
H -1.46007 0.18448 -0.73609 -0.382 -1.472 -1.199
H -1.50290 0.73248 0.87508 -0.640 0.251 0.012
H 0.58608 -0.78823 -0.94430 0.345 0.456 0.822
H 0.89911 -1.15266 0.77776 -0.883 1.752 -0.668
H 3.20763 -1.05991 0.54242 0.199 -1.587 0.839


Record 9
12
Properties=species:S:1:pos:R:3:forces:R:3 method="wB97M-V/def2-TZVPD" homo_lumo_gap_ev=9.00 energy_ha=-989.5037 smiles="CSCC(O)=S" relative_energy_kcal_mol=15.6 lumo_energy_ev=0.14
C -2.81070 -0.55298 0.24569 -0.809 -0.159 -0.064
C -0.29783 0.02500 0.81854 0.083 2.343 -0.615
C 1.07344 0.26420 0.24266 0.665 0.798 -0.019
H -3.03531 -0.10902 1.22550 -0.220 0.029 -0.442
H -3.64552 -0.51200 -0.46502 -0.136 0.003 0.568
H -2.54927 -1.59112 0.39683 0.032 -0.318 0.002
H -0.34674 -0.96438 1.20805 -0.197 -0.732 0.048
H -0.54695 0.78279 1.60718 0.321 -0.664 -0.612
H 2.26430 1.69571 -0.25295 0.644 -0.245 -0.339
O 1.37865 1.59971 0.08834 -1.444 -1.482 0.678
S -1.50453 0.29483 -0.58344 1.136 -0.021 0.717
S 2.06958 -0.95214 -0.18328 -0.076 0.448 0.078


Record 10
12
Properties=species:S:1:pos:R:3:forces:R:3 method="wB97M-V/def2-TZVPD" homo_lumo_gap_ev=4.89 energy_ha=-989.2929 relative_energy_kcal_mol=147.9 lumo_energy_ev=-4.18
C -0.17425 0.27957 -1.56237 -1.891 1.396 -1.059
C 1.32944 0.45029 -1.62306 0.884 -0.960 -1.429
O 2.02815 0.58372 -2.62846 -1.914 0.050 1.941
C -0.88361 -0.22643 -0.16357 -0.265 4.942 -2.245
S -1.65399 1.11075 0.76107 1.455 -1.317 -0.261
S 0.61334 -1.53949 1.99601 -0.469 0.910 -0.783
H -0.58278 1.42238 -1.86063 0.649 -3.368 0.573
H -0.41910 -0.55163 -2.33036 0.077 1.685 0.850
H 1.76375 0.27429 -0.65430 0.911 0.283 0.875
H -1.86603 -0.63140 -0.29308 -0.640 -1.367 -0.563
H -0.26476 -1.08964 0.06256 0.953 -1.612 1.983
H 0.16458 -0.25439 2.08433 0.251 -0.642 0.119


Record 11
12
Properties=species:S:1:pos:R:3:forces:R:3 method="wB97M-V/def2-TZVPD" homo_lumo_gap_ev=9.08 energy_ha=-989.5001 smiles="OC(=S)CCS" relative_energy_kcal_mol=17.8 lumo_energy_ev=0.43
C -0.76503 -0.88797 0.00523 -0.015 1.090 -1.523
C 0.73872 -0.59734 0.09320 1.023 0.126 -1.874
C 1.19429 0.82022 -0.31773 0.033 -0.564 -0.651
H -2.36247 0.99738 -0.11316 0.236 -0.081 -0.169
H -1.05853 -0.95865 -1.06572 0.103 0.276 0.724
H -0.90834 -1.85834 0.38560 -0.352 -1.171 0.676
H 1.21689 -1.24333 -0.70372 -0.354 0.342 1.295
H 1.14170 -0.81473 1.08477 0.005 -0.059 -0.064
H -0.08394 1.33414 0.88202 -0.991 0.048 0.895
O 0.57687 1.76384 0.34485 0.345 0.995 0.174
S -1.94937 0.20634 0.88473 0.021 -0.398 0.311
S 2.25921 1.23842 -1.48008 -0.055 -0.603 0.206


Record 12
12
Properties=species:S:1:pos:R:3:forces:R:3 method="wB97M-V/def2-TZVPD" homo_lumo_gap_ev=9.04 energy_ha=-989.3764 relative_energy_kcal_mol=95.5 lumo_energy_ev=0.24
C 1.15158 -0.96890 -1.10374 0.862 1.658 -4.077
C 0.86538 0.45678 0.86168 1.429 -3.195 -1.671
C -1.83014 0.79806 0.59372 -2.016 -2.096 -1.036
H 0.58726 -0.92429 -2.23368 1.418 -0.327 3.247
H 1.18386 -2.01446 -0.75197 0.387 0.685 0.026
H 2.13123 -0.36352 -1.26012 -1.015 -2.093 0.129
H -1.47745 -0.34257 0.10649 -1.591 3.852 1.350
H -3.11924 0.51336 1.27520 4.394 1.369 -1.958
H -1.89268 1.67932 -0.23760 -0.378 -2.554 1.981
O 0.40959 -0.10893 -0.31135 -1.190 1.252 1.383
S 2.38276 0.01743 1.38874 -0.963 1.128 0.206
S -0.39215 1.25773 1.67264 -1.336 0.320 0.420


Record 13
11
Properties=species:S:1:pos:R:3:forces:R:3 method="wB97M-V/def2-TZVPD" homo_lumo_gap_ev=9.15 energy_ha=-2594.4633 relative_energy_kcal_mol=43.2 lumo_energy_ev=0.72
C 0.08029 -0.54569 0.78095 -0.935 -0.506 2.204
C 1.05881 0.57442 0.56512 1.483 0.388 0.049
C -0.98134 -0.04596 -1.10787 1.961 0.264 -6.244
O -0.38892 -1.02338 -0.45216 0.877 -1.914 0.747
Se 0.27559 1.57853 -0.91265 -0.501 -0.652 -0.370
H 0.68319 -1.32700 1.27325 -0.857 -0.178 -0.178
H -0.85519 -0.27622 1.44157 1.838 -0.208 -1.022
H 1.10774 1.24799 1.44454 0.066 -0.524 -0.498
H 2.11145 0.11739 0.36679 -1.843 1.075 0.052
H -1.17422 -0.50028 -2.60122 0.681 1.454 4.335
H -1.91739 0.20021 -0.79833 -2.770 0.799 0.925


Record 14
11
Properties=species:S:1:pos:R:3:forces:R:3 method="wB97M-V/def2-TZVPD" homo_lumo_gap_ev=8.55 energy_ha=-800.5008 relative_energy_kcal_mol=39.2 lumo_energy_ev=-0.08
C -0.36781 0.59675 1.60392 -0.953 0.308 2.410
C 0.36907 0.57892 -1.00744 1.251 -1.334 5.193
C -0.35282 -0.73118 -0.84218 0.390 -2.581 1.526
P -0.28433 1.70096 0.38003 0.005 0.380 -0.187
P -0.08361 -1.20792 1.40406 -0.809 1.241 -3.482
H -0.80715 0.94912 2.65001 1.151 -0.652 -2.298
H 1.47255 0.62791 -0.67500 -1.344 -0.621 -1.037
H 0.18837 1.04268 -1.87420 -0.398 1.723 -3.465
H -1.37345 -0.71713 -1.23723 -0.112 0.363 0.670
H 0.03089 -1.71081 -1.22722 0.432 1.149 0.018
H 1.20829 -1.12929 0.82526 0.387 0.024 0.654


Record 15
14
Properties=species:S:1:pos:R:3:forces:R:3 method="wB97M-V/def2-TZVPD" homo_lumo_gap_ev=8.53 energy_ha=-1995.1699 smiles=C1C[C@H]2[PH]#P(S1)SS2 relative_energy_kcal_mol=0.0 lumo_energy_ev=0.21
C -1.21969 0.13899 0.05813 -0.347 -1.158 3.114
C -0.54560 1.03394 1.13342 -1.127 1.631 -1.749
C -0.31003 -0.78637 -0.68134 -0.184 -2.391 0.037
P 0.78978 0.08684 -1.92017 -1.180 0.693 0.879
P 2.23159 0.63297 -0.38877 -0.264 1.533 0.878
S 0.75798 2.14850 0.57093 1.473 -1.456 -1.195
S 0.57409 -2.02069 0.37941 -0.397 0.204 -0.306
S 2.27686 -0.99271 0.95967 -0.023 0.587 -0.367
H -2.05984 -0.55306 0.41284 1.063 1.353 0.360
H -1.64090 0.72798 -0.64061 -1.677 2.214 -2.489
H -1.06768 1.79963 1.73915 -0.940 -0.828 -0.614
H -0.15147 0.40314 1.80929 1.639 -2.182 2.593
H -1.03203 -1.59235 -1.05692 1.046 1.191 -0.627
H 1.39695 -1.02683 -2.37504 0.919 -1.392 -0.512


Record 16
11
Properties=species:S:1:pos:R:3:forces:R:3 method="wB97M-V/def2-TZVPD" homo_lumo_gap_ev=8.37 energy_ha=-914.2434 smiles="CSC(C)=S" relative_energy_kcal_mol=20.3 lumo_energy_ev=-0.19
C 0.63496 0.47821 1.89445 1.309 1.240 0.576
C -0.40759 0.09203 -0.51903 -2.615 0.843 -1.621
C -0.34698 -0.71977 -1.85304 -0.980 -0.283 2.350
H 0.20215 1.52254 1.90512 0.941 -1.038 -0.152
H -0.10320 -0.12024 2.45238 0.448 -0.330 -0.718
H 1.66691 0.40164 2.34891 -1.327 0.434 0.221
H -1.32993 -1.06795 -2.19235 0.200 -0.338 0.639
H -0.08055 -0.08435 -2.63153 1.106 1.215 -1.340
H 0.39496 -1.50005 -1.62354 -0.496 -0.031 -0.908
S 1.09062 -0.04686 0.21927 -0.328 -0.060 1.753
S -1.72134 1.04480 -0.00062 1.741 -1.653 -0.800


Record 17
12
Properties=species:S:1:pos:R:3:forces:R:3 method="wB97M-V/def2-TZVPD" homo_lumo_gap_ev="7.27 / 7.10" energy_ha=-1312.3580 relative_energy_kcal_mol=64.1 lumo_energy_ev="-1.18 / -1.20"
C 1.64334 -0.78586 -0.12198 -0.715 0.655 0.415
C -1.44207 -1.83286 0.08912 -2.259 0.878 -0.981
C 1.48454 1.95803 0.19260 2.316 1.500 0.857
S 1.98408 -2.33172 -0.19984 -0.497 0.966 -0.043
S -0.94974 -0.10107 0.06713 2.355 -0.596 -0.334
S 2.65094 0.61834 0.00282 -0.044 -1.067 0.217
H -2.08422 -1.85121 0.99178 0.626 -0.813 -0.320
H -0.57393 -2.50953 0.09426 -0.311 0.031 0.069
H -2.16598 -1.99654 -0.80957 1.596 -0.101 1.407
H 1.09383 2.06866 1.18017 -0.477 -0.394 0.496
H 0.84264 1.70800 -0.55159 -2.688 -0.170 -1.789
H 1.94819 2.93805 -0.06464 0.099 -0.889 0.005


Record 18
10
Properties=species:S:1:pos:R:3:forces:R:3 method="wB97M-V/def2-TZVPD" homo_lumo_gap_ev="9.07 / 8.89" energy_ha=-407.0842 relative_energy_kcal_mol=145.8 lumo_energy_ev="0.55 / -0.76"
C 0.34735 1.32827 -0.23497 -0.792 0.542 -0.318
C -0.01289 0.09830 -0.18274 0.081 0.503 0.992
C 1.56925 0.63682 0.00579 2.651 -1.918 -1.720
Si -1.14545 -1.37083 -0.02774 1.788 0.545 0.750
H -1.25346 3.76957 0.36927 0.072 -0.094 -0.033
H 2.33796 0.28385 -0.83347 -1.922 0.960 1.442
H 2.10472 0.59510 0.95125 -0.527 0.157 0.302
H -1.74575 -1.27969 -1.27261 -1.352 -0.277 -1.630
H -1.97924 -1.61147 1.12563 -0.624 0.576 0.467
H -0.22249 -2.44992 0.09960 0.626 -0.994 -0.253


Record 19
10
Properties=species:S:1:pos:R:3:forces:R:3 method="wB97M-V/def2-TZVPD" homo_lumo_gap_ev=9.98 energy_ha=-407.2078 relative_energy_kcal_mol=68.2 lumo_energy_ev=0.99
C 0.24562 1.80466 0.51376 0.932 -1.327 -1.618
C -0.77386 1.33028 1.13379 1.280 -0.487 -0.871
C 0.16090 0.24134 0.57339 1.558 -0.549 3.248
Si -0.00611 -1.02501 -0.83133 3.499 1.608 -0.146
H 0.75964 2.54740 -0.11793 -0.436 -0.386 0.891
H -1.72632 1.65692 1.42377 -1.102 -0.142 0.768
H 1.09296 -0.41766 1.44769 -2.959 2.199 -2.219
H 1.40821 -1.68049 -0.52712 -1.410 0.275 -0.711
H 0.19806 -0.10397 -2.07821 -0.554 -1.057 0.594
H -0.93558 -2.12046 -0.95925 -0.807 -0.134 0.064